Density functional theory data (the ωB97M-V functional and the def2-TZVPD basis) for a structure of composition C14H17N8O4PdSe.

```
45
Properties=species:S:1:pos:R:3:nbo_charge:R:1
Pd -0.022 0.219 0.557 1.171
O -6.971 -0.516 0.138 -0.715
C -6.479 0.472 1.000 -0.111
C -4.981 0.405 0.979 0.118
C -4.206 1.222 1.797 -0.205
C -2.831 1.154 1.724 0.042
N -2.215 0.306 0.888 -0.463
C -2.941 -0.539 0.129 0.242
C -4.321 -0.491 0.142 -0.215
C -2.170 -1.531 -0.643 0.140
C -2.770 -2.534 -1.382 -0.151
C -1.994 -3.492 -2.024 0.107
C -2.632 -4.586 -2.826 -0.111
O -4.019 -4.427 -2.753 -0.714
C -0.608 -3.405 -1.882 -0.210
C -0.072 -2.381 -1.142 0.043
N -0.827 -1.441 -0.544 -0.505
H -7.935 -0.501 0.133 0.511
H -6.814 0.329 2.035 0.219
H -6.773 1.482 0.684 0.222
H -4.657 1.921 2.489 0.268
H -2.217 1.797 2.338 0.244
H -4.910 -1.149 -0.479 0.283
H -3.844 -2.601 -1.463 0.276
H -2.298 -5.548 -2.413 0.219
H -2.255 -4.512 -3.855 0.221
H -4.461 -5.120 -3.257 0.512
H 0.051 -4.130 -2.341 0.265
H 1.000 -2.309 -1.023 0.194
N 2.490 -0.511 -0.119 -0.642
N 3.380 0.557 0.112 -0.404
C 2.883 1.737 0.498 0.647
N 3.645 2.791 0.644 -0.701
N 1.539 1.685 0.724 -0.502
N 0.817 2.757 1.100 0.640
O 1.212 3.854 1.295 -0.230
O -0.388 2.388 1.240 -0.396
H 2.873 -1.347 0.319 0.411
H 2.422 -0.678 -1.123 0.404
H 4.355 0.454 -0.145 0.439
H 4.632 2.756 0.422 0.452
H 3.268 3.680 0.947 0.469
Se 0.156 -0.974 2.841 0.697
C -1.376 -1.908 2.805 -0.125
N -2.365 -2.508 2.735 -0.057
```

Results
Charge: +3
Gap between HOMO and LUMO (alpha / beta): 7.730 / 4.201 eV
Maximum force: 0.35 eV Å⁻¹
M: 546.72 g mol⁻¹
Spin multiplicity: 5
LUMO level (alpha / beta): -0.368 / -0.497 Eh


Density functional theory data (the ωB97M-V functional and the def2-TZVPD basis) for an isolated molecule of C7H7NOS at a distorted geometry.

```
17
Properties=species:S:1:pos:R:3:nbo_charge:R:1
C 0.167 0.400 -3.341 -0.223
C -0.051 0.404 -2.144 -0.029
C 0.693 -0.479 2.615 0.099
C 1.378 -1.538 2.065 -0.579
C 0.136 0.034 0.438 0.135
C -1.303 1.710 -0.580 -0.615
C -0.420 0.526 -0.707 -0.195
N 0.213 0.414 1.727 -0.519
O -0.247 -2.176 -0.102 -0.869
S 1.317 -1.453 0.293 0.927
H 0.660 0.147 -4.250 0.242
H 0.647 -0.458 3.627 0.209
H 2.102 -2.231 2.435 0.244
H -1.787 1.988 -1.501 0.227
H -0.622 2.537 -0.378 0.222
H -1.983 1.683 0.235 0.230
H -0.899 -1.509 -0.435 0.495
```

Results
Charge: 0
Gap between HOMO and LUMO (alpha / beta): 7.254 / 7.253 eV
Maximum force: 4.97 eV Å⁻¹
M: 153.21 g mol⁻¹
LUMO level (alpha / beta): -0.026 / -0.026 Eh


Density functional theory data (the ωB97M-V functional and the def2-TZVPD basis) for an isolated molecule of C2H4N2O2 at a distorted geometry.

```
10
Properties=species:S:1:pos:R:3:nbo_charge:R:1
C 0.625 0.542 -0.265 0.228
C -0.533 -0.553 1.557 0.528
H -0.527 -0.710 -1.680 0.518
H 1.232 1.208 0.455 0.217
H 1.210 1.351 -2.046 0.375
H -1.459 -1.111 1.812 0.152
N -0.419 -0.122 0.121 -0.142
N 0.559 0.633 -1.524 -0.801
O -1.098 -0.760 -0.717 -0.550
O 0.411 -0.478 2.287 -0.525
```

Results
Charge: 0
SMILES string: [H]/N=C/N(O)C=O
Gap between HOMO and LUMO: 9.348 eV
Maximum force: 9.57 eV Å⁻¹
M: 88.07 g mol⁻¹
LUMO level: 0.026 Eh